one:
# C5H6BrF

An isolated molecule of C5H6BrF (ωB97M-V/def2-TZVPD, the OMol25 dataset).

Results
Charge ... 0
E_LUMO ... 0.9 eV

Each line ends with the Löwdin charge.
Positions of all 13 atoms, in Å:
C: 0.6644 -1.4420 -0.4475  -0.057
C: 0.0529 -0.3683 0.4217  -0.404
C: 0.6307 1.0712 0.2219  -0.091
C: -0.7243 1.5678 -0.1509  -0.284
F: -1.1456 2.6818 -0.5490  0.166
C: -1.3058 0.2077 0.1233  -0.633
Br: -2.8867 -0.7438 0.3132  0.736
H: 0.7638 -1.0522 -1.4148  0.071
H: 0.0326 -2.2615 -0.4233  0.055
H: 1.5768 -1.6210 0.0245  0.068
H: -0.0473 -0.8941 1.3767  0.132
H: 1.4814 1.2166 -0.5555  0.150
H: 0.9070 1.6378 1.0598  0.090


two:
# C5H6BrF

A cluster of 2 separate species, C5H6BrF in total (ωB97M-V/def2-TZVPD, the OMol25 dataset).

Results
Charge ... 0
E_LUMO ... 0.8 eV

Each line ends with the Löwdin charge.
Positions of all 13 atoms, in Å:
C: 2.0280 1.9278 -0.7785  0.009
C: -0.7686 -0.9474 -0.0413  -0.262
C: 1.6111 0.7000 -0.7797  -0.243
C: 0.0593 -0.0710 0.4313  -0.597
C: -2.0248 -1.3852 0.7109  -0.092
F: 1.7909 -0.2597 -1.6660  0.050
Br: 0.2973 0.6950 2.1165  0.718
H: 2.8891 2.2342 -1.2771  0.042
H: 1.9500 2.6228 0.0685  0.064
H: -0.9577 -1.2519 -1.0497  0.102
H: -2.6098 -0.4654 0.4541  0.104
H: -1.7819 -1.6066 1.6860  0.032
H: -2.4828 -2.1927 0.1250  0.075


Most stable to least stable: one, two


one:
# C4H4O2S

An isolated molecule of C4H4O2S (ωB97M-V/def2-TZVPD, the OMol25 dataset).

Results
Charge ... 0
E_LUMO ... -1.0 eV

Each line ends with the Löwdin charge.
Positions of all 11 atoms, in Å:
O: -3.0539 0.2700 -0.8429  -0.017
C: -1.8955 0.2668 -0.2187  -0.210
C: -1.1384 -0.7851 0.2409  -0.095
C: 0.1166 -0.6590 0.4314  -0.089
O: 0.8716 0.5867 0.5785  -0.157
C: 2.0500 0.9218 -0.0214  -0.607
S: 3.0017 -0.3283 -0.6268  0.639
H: -1.3778 1.1756 -0.1553  0.101
H: -1.6072 -1.8155 0.0205  0.173
H: 0.6756 -1.6744 0.4953  0.143
H: 2.3573 2.0415 0.0985  0.118


two:
# C4H4O2S

An isolated molecule of C4H4O2S (ωB97M-V/def2-TZVPD, the OMol25 dataset).

Results
Charge ... 0
E_LUMO ... 0.3 eV

Each line ends with the Löwdin charge.
Positions of all 11 atoms, in Å:
C: 1.6249 0.6544 -0.0464  -0.037
C: 0.2183 0.1688 0.0474  -0.233
C: -0.4632 -1.0063 0.0474  -0.014
C: -1.8622 -0.8090 0.0254  -0.701
O: -2.7727 -1.5870 0.0073  0.015
S: -2.2199 0.9621 -0.0180  1.038
O: -0.6759 1.4237 0.0986  -0.496
H: 1.7433 1.7956 0.1074  0.120
H: 2.1119 0.3467 -0.9841  0.079
H: 2.3194 -0.0302 0.6350  0.129
H: -0.0237 -1.9189 0.0801  0.100


Most stable to least stable: two, one